1.
46
Properties=species:S:1:pos:R:3:lowdin_charge:R:1 method="wB97M-V/def2-TZVPD" largest_force_ev_per_a=2.00 de_lowest_kj_mol=0.0 s2=0.787 lumo_energy_ev="-6.66 / -9.56" spin_multiplicity=2 total_charge=+2 homo_lumo_gap_ha="0.272 / 0.165" e_tot_ev=-114718.85097
Tl 0.3225 -0.1132 0.3138 0.732
P -0.7329 -0.0629 2.6625 0.900
P 2.7137 -0.7162 -0.2938 0.815
N -1.8445 0.8981 -0.2135 -0.053
N 0.1868 0.3976 -1.9564 -0.140
H -3.0757 1.4192 -1.9469 0.152
H -1.3014 0.6239 -3.5500 0.140
H -2.6079 -0.2887 -1.8396 0.141
C -2.2542 0.7411 -1.6143 -0.157
H -0.9451 2.1082 -2.6453 0.123
C -1.0321 1.0005 -2.5379 -0.180
H -3.7492 0.9854 0.6425 0.157
H 1.4037 0.3967 -3.6590 0.148
C -2.6729 0.7970 0.8152 -0.194
C 1.3229 0.1641 -2.5784 -0.270
C -2.3157 0.5260 2.1498 -0.272
C 2.5184 -0.3511 -2.0101 -0.403
H -3.1576 0.5883 2.8467 0.099
H 3.3340 -0.4653 -2.7343 0.065
H 3.5037 0.1162 0.5880 -0.014
H 2.7664 -2.1059 0.0497 -0.020
H 0.0777 0.9250 3.3179 0.017
H -0.6195 -1.3981 3.2037 0.020
H 1.1256 2.6319 -1.3989 0.119
C 1.1283 3.1465 -0.4245 -0.470
C 2.5365 3.1483 0.1402 -0.024
C 0.4522 4.4924 -0.5390 -0.028
O 0.3380 2.3560 0.5011 -0.192
H 3.1911 3.8317 -0.4193 0.108
H 2.5204 3.4614 1.1978 0.104
H 2.9831 2.1445 0.0787 0.033
H -0.5440 4.3620 -0.9833 0.084
H 0.3505 4.9287 0.4676 0.103
H 1.0015 5.1992 -1.1731 0.103
H -0.6046 2.2673 0.1992 0.055
Br -3.7482 -4.6271 1.0894 0.828
C -2.1978 -4.1131 0.1487 -0.652
C -1.4532 -4.9950 -0.6293 -0.058
C -0.3202 -4.5156 -1.2842 0.000
C 0.0132 -3.1577 -1.1420 -0.124
N -0.7151 -2.3168 -0.4087 -0.040
C -1.7944 -2.7683 0.2409 -0.192
H -1.7750 -6.0450 -0.7010 0.134
H 0.3410 -5.1299 -1.8959 0.130
H 0.9039 -2.7107 -1.5881 0.094
H -2.3117 -2.0443 0.8604 0.078



2.
13
Properties=species:S:1:pos:R:3:lowdin_charge:R:1 method="wB97M-V/def2-TZVPD" largest_force_ev_per_a=6.23 de_lowest_kj_mol=139.8 lumo_energy_ev=0.93 spin_multiplicity=1 smiles=CN.CO homo_lumo_gap_ha=0.381 e_tot_ev=-5756.07439
C -2.1426 0.4154 -0.1087 -0.236
N -1.7883 -1.0169 0.0029 -0.073
H -3.0759 0.5833 -0.7177 0.067
H -2.2087 1.0369 0.8402 0.071
H -1.2773 0.9311 -0.6511 0.074
H -0.7903 -0.8254 0.1991 0.036
H -2.2337 -1.3918 0.8401 0.053
C 2.2956 0.3648 0.0832 -0.176
O 1.8331 -0.9361 -0.0780 -0.075
H 2.0736 0.7536 1.0717 0.073
H 3.3953 0.3872 0.0840 0.073
H 1.8955 1.0640 -0.7437 0.104
H 2.0237 -1.3663 -0.8221 0.011



3.
21
Properties=species:S:1:pos:R:3:lowdin_charge:R:1 method="wB97M-V/def2-TZVPD" largest_force_ev_per_a=5.17 de_lowest_kj_mol=359.0 lumo_energy_ev=0.34 spin_multiplicity=1 homo_lumo_gap_ha=0.293 e_tot_ev=-21101.94480
C -0.1331 2.3667 0.9315 0.075
C -0.7427 1.2321 0.5184 -0.402
C -0.2681 -0.0528 0.0815 -0.107
C 0.9584 -0.6936 -0.0257 -0.697
I 2.8061 0.4316 -0.0714 0.963
O 0.9806 -1.9778 -0.0372 -0.113
C 2.2301 -2.6239 0.0800 -0.128
O -2.1096 1.3069 0.4867 -0.116
C -2.7876 0.2090 0.9837 -0.153
H 0.8895 2.4584 0.8724 -0.037
H -0.7373 3.2113 1.1686 0.060
H -1.1186 -0.8711 0.0545 0.141
H 2.7730 -2.8307 -0.8115 0.092
H 1.9487 -3.5683 0.4500 0.087
H 2.8175 -2.2255 0.7927 0.005
H -3.3121 -0.5013 0.2520 0.103
H -3.7119 0.4257 1.6083 0.104
H -2.0465 -0.4302 1.5144 0.088
C 0.4323 1.3863 -2.9388 -0.028
N 1.0757 0.4631 -2.6114 0.020
H 0.0555 2.2840 -3.2986 0.041



4.
9
Properties=species:S:1:pos:R:3:lowdin_charge:R:1 method="wB97M-V/def2-TZVPD" largest_force_ev_per_a=3.79 de_lowest_kj_mol=63.2 s2=2.023 lumo_energy_ev="-0.35 / -2.38" spin_multiplicity=3 homo_lumo_gap_ha="0.317 / 0.300" e_tot_ev=-30700.21490
C 1.0619 -0.0568 0.1515 -0.193
C -0.3755 0.2787 0.0856 -1.014
N -0.8993 -0.3290 -1.1385 -0.130
O -1.9081 0.1478 -1.5745 0.071
Cl -1.2254 -1.4799 1.1324 0.252
Cl -0.8689 1.7275 0.8529 0.727
H 0.9653 -0.9624 -0.3710 0.036
H 1.5296 -0.1466 1.1987 0.112
H 1.7205 0.8206 -0.3371 0.138



5.
6
Properties=species:S:1:pos:R:3:lowdin_charge:R:1 method="wB97M-V/def2-TZVPD" largest_force_ev_per_a=1.84 de_lowest_kj_mol=200.5 lumo_energy_ev="-2.31 / -2.88" spin_multiplicity=1 homo_lumo_gap_ha="0.277 / 0.230" e_tot_ev=-88666.27507
P 0.4887 -0.4844 0.5126 0.377
P -1.4610 -0.2251 -0.4648 0.408
Br -2.7744 -2.5116 1.4541 -0.265
H 1.3571 -0.8054 -0.5865 -0.150
H 0.8359 0.8838 0.4353 -0.169
H -2.0690 0.7945 0.2902 -0.201



6.
23
Properties=species:S:1:pos:R:3:lowdin_charge:R:1 method="wB97M-V/def2-TZVPD" largest_force_ev_per_a=2.79 de_lowest_kj_mol=65.4 lumo_energy_ev=-2.95 spin_multiplicity=1 total_charge=+1 homo_lumo_gap_ha=0.449 e_tot_ev=-9986.70293
C 0.6333 0.8691 0.9400 -0.119
C 1.4523 -0.3970 0.7797 -0.203
C 0.7293 -1.6731 1.1740 -0.241
C -0.1571 -2.2755 0.0747 -0.094
N -0.4138 1.0027 -0.1752 0.185
H 0.0593 0.8533 1.8545 0.128
H 1.2695 1.7464 0.8772 0.130
H 1.8805 -0.4058 -0.2259 0.114
H 2.2786 -0.2103 1.4601 0.123
H 1.4623 -2.4252 1.4657 0.114
H 0.1531 -1.5253 2.0827 0.112
H -1.1153 -1.7478 0.0144 0.065
H -0.4164 -3.2909 0.3542 0.078
H 0.3370 -2.3266 -0.8966 0.081
H -0.1576 0.2871 -0.8801 0.109
H -0.2757 1.8190 -0.7619 0.154
H -1.3393 0.7415 0.1455 0.122
H 0.6962 0.9930 -3.5667 0.061
H 1.8711 0.2552 -2.9581 0.059
O 0.9298 0.4182 -2.8270 -0.046
H -3.2146 3.1128 0.0117 0.062
H -3.7425 1.9354 0.7337 0.064
O -2.9197 2.2438 0.3234 -0.057



7.
55
Properties=species:S:1:pos:R:3:lowdin_charge:R:1 method="wB97M-V/def2-TZVPD" largest_force_ev_per_a=2.98 de_lowest_kj_mol=262.7 lumo_energy_ev=-2.48 spin_multiplicity=1 total_charge=+1 homo_lumo_gap_ha=0.327 e_tot_ev=-31849.17986
C 0.1922 -2.9260 2.9678 -0.168
C -0.1318 -2.9644 1.5075 -0.209
C -0.6617 -1.6952 0.9496 -0.139
C -0.2032 -0.6807 0.2328 -0.105
C -0.8171 0.5725 -0.1866 -0.127
C -2.0960 0.8346 -0.4015 -0.181
C -2.7313 2.1365 -0.6662 -0.108
N 1.2434 -1.9491 3.3972 0.187
H 0.5607 -3.9489 3.1709 0.137
H -0.7510 -2.7200 3.5904 0.161
H -0.9347 -3.7424 1.4828 0.143
H 0.7179 -3.4477 1.0530 0.109
H -1.7280 -1.5415 1.2036 0.127
H 0.8490 -0.6751 -0.1608 0.107
H -0.1440 1.4592 -0.0505 0.118
H -2.7883 -0.0231 -0.2720 0.109
H -3.7151 2.3420 -0.2688 0.076
H -2.9974 2.3376 -1.7231 0.075
H -2.0567 3.0175 -0.3973 0.092
H 0.9084 -1.2560 4.0846 0.134
H 1.6980 -1.6178 2.5240 0.121
H 1.9830 -2.4978 3.8251 0.163
H 3.6942 0.9767 2.3670 0.064
H 3.6916 0.9778 0.7822 0.031
O 3.2246 0.6739 1.5843 -0.071
H -0.8159 2.7129 2.2143 0.029
H 0.0972 3.9593 2.2456 0.051
O -0.0210 3.0764 2.6023 -0.040
H 2.7463 2.3622 -3.4408 0.077
H 1.4757 2.4303 -2.6741 0.016
O 2.1155 1.7659 -3.0116 -0.052
H 3.8898 -0.0906 -1.5393 0.061
H 2.8799 0.9995 -1.5469 0.006
O 3.5728 0.6263 -0.9895 -0.048
H 3.2218 -1.1054 1.0118 0.001
H 2.7892 -1.9613 -0.1951 0.040
O 2.8656 -1.9769 0.7611 -0.065
H -1.6688 1.0395 -3.5829 0.046
H -0.2311 0.7402 -3.4906 0.021
O -0.8346 1.4678 -3.3429 -0.043
H -1.0950 -2.2227 -2.6656 0.042
H -0.6583 -1.2919 -3.7305 0.055
O -1.3801 -1.4207 -3.1084 -0.043
H -3.2154 -0.5075 -2.5147 -0.007
H -4.6562 -0.2908 -2.8332 0.065
O -3.9436 0.0987 -2.3172 -0.047
H 0.7365 4.0129 -2.4296 0.050
H -0.5051 3.1451 -2.2098 0.009
O 0.1851 3.6258 -1.7325 -0.061
H 1.5379 1.2476 3.1996 0.026
H 0.3983 1.1266 4.3152 0.064
O 1.1253 0.6701 3.8617 -0.069
H -1.9773 -2.6278 -0.6030 -0.013
H -3.0491 -2.2481 -1.6147 0.017
O -2.5918 -3.0061 -1.2348 -0.035



8.
62
Properties=species:S:1:pos:R:3:lowdin_charge:R:1 method="wB97M-V/def2-TZVPD" largest_force_ev_per_a=2.87 de_lowest_kj_mol=0.0 s2=4.164 lumo_energy_ev="-0.39 / -0.42" spin_multiplicity=4 homo_lumo_gap_ha="0.223 / 0.222" e_tot_ev=-91328.38514
Mn -0.0262 0.6508 -1.0380 0.360
P -2.3835 1.9314 0.3786 0.866
P 1.6512 -0.8312 -1.5648 0.736
N 0.5385 2.1038 -1.8967 -0.140
H -1.5167 0.8516 0.7293 -0.017
C -2.0343 3.0790 1.7260 -0.201
H -2.9305 3.6832 1.9276 0.066
H -1.2037 3.7261 1.4175 0.070
H -1.7317 2.5459 2.6328 0.043
C -4.0719 1.2824 0.4583 -0.196
H -4.7633 2.1218 0.6260 0.064
H -4.1999 0.5370 1.2574 0.056
H -4.3258 0.7996 -0.4949 0.069
C -2.3117 2.9371 -1.1135 -0.241
H -3.1659 3.6340 -1.1199 0.071
H -2.3537 2.3209 -2.0231 0.055
H -1.3753 3.5135 -1.1401 0.044
C 2.9691 -0.7035 -0.3422 -0.249
H 3.8027 -1.3430 -0.6544 0.052
H 2.5802 -1.0464 0.6274 0.022
H 3.3018 0.3377 -0.2593 0.047
C 1.1005 -2.5399 -1.5478 -0.264
H 1.9568 -3.1948 -1.7394 0.055
H 0.3325 -2.6896 -2.3151 0.048
H 0.6799 -2.7661 -0.5603 0.011
C 2.3713 -0.4460 -3.1865 -0.263
H 3.1709 -1.1657 -3.4117 0.047
H 2.7729 0.5771 -3.1773 0.044
H 1.5911 -0.4949 -3.9595 0.043
C 0.7920 2.8881 -2.9199 -0.478
C 1.8508 4.9093 -3.7837 -0.112
C 1.5692 4.0731 -2.7245 -0.058
C 0.2834 2.6103 -4.2350 -0.060
C 0.5748 3.4619 -5.2829 -0.116
C 1.3611 4.6071 -5.0701 -0.112
H 2.4553 5.8063 -3.6173 0.099
H 1.9194 4.2781 -1.7051 0.101
H -0.3363 1.7186 -4.3690 0.096
H 0.1851 3.2327 -6.2803 0.099
H 1.5929 5.2670 -5.9025 0.090
C -1.5511 -1.2751 1.6674 -0.486
O -1.2714 -1.2307 0.4543 -0.039
C -1.1245 -0.2831 2.7038 -0.041
H -0.9241 -0.8086 3.6461 0.103
H -1.9462 0.4193 2.8948 0.069
H -0.2059 0.2370 2.4065 0.100
C -2.3227 -2.4337 2.2247 0.000
H -1.7242 -2.9167 3.0119 0.097
H -2.5738 -3.1602 1.4456 0.099
H -3.2336 -2.0538 2.7086 0.092
F 1.0877 -5.8974 5.5555 0.079
C 1.1474 -4.9962 4.5612 -0.172
C 0.7446 -5.3619 3.2726 -0.162
F 0.3057 -6.6148 3.0359 0.092
C 0.7893 -4.4440 2.2535 -0.158
F 0.3613 -4.7673 1.0151 0.075
C 1.2408 -3.0958 2.4728 -0.347
O 1.1826 -2.2192 1.5762 -0.090
C 1.6660 -2.7782 3.8083 -0.156
F 2.0794 -1.5127 4.0450 0.068
C 1.6074 -3.7017 4.8200 -0.159
F 1.9925 -3.3694 6.0739 0.087